[1]
66
Properties=species:S:1:pos:R:3:forces:R:3:nbo_charge:R:1 method="wB97M-V/def2-TZVPD" smiles="CN1C(=O)C(=Cc2cc3c4c(c2)CCCN4CCC3)C(=O)N(C)C1=S.CN1CCCCC1" homo_lumo_gap_ev=6.51 relative_energy_kj_mol=155.9
C 3.130 2.041 2.648 0.05 0.10 -0.03 -0.417
N 3.165 0.719 2.019 0.24 -0.01 0.32 -0.460
C 1.942 0.011 1.928 -1.37 0.77 0.84 0.673
O 0.936 0.436 2.499 1.56 -0.39 -0.82 -0.567
C 1.965 -1.218 1.126 -0.48 -0.24 -0.15 -0.311
C 0.843 -1.872 0.682 0.53 -0.22 1.14 0.051
C -0.536 -1.440 0.879 -1.14 0.30 -0.39 -0.147
C -0.959 -0.193 0.386 0.23 -0.37 0.61 -0.155
C -2.216 0.313 0.658 -0.02 -0.78 0.25 0.002
C -3.163 -0.468 1.381 1.02 -0.40 -0.39 0.189
C -2.780 -1.762 1.835 0.35 0.75 -0.47 -0.081
C -1.509 -2.237 1.536 0.76 0.35 -0.24 -0.145
C -3.746 -2.596 2.616 -0.34 -0.64 0.05 -0.418
C -4.948 -1.818 3.150 0.11 0.13 0.08 -0.400
C -5.476 -0.854 2.102 0.05 -0.12 -0.23 -0.196
N -4.426 0.009 1.594 -0.55 0.46 0.56 -0.418
C -4.886 1.213 0.924 0.06 -0.16 -0.21 -0.197
C -3.789 2.261 0.845 0.00 0.01 0.14 -0.401
C -2.548 1.683 0.180 -0.14 0.53 -0.52 -0.435
C 3.278 -1.827 0.886 0.42 -1.57 -0.91 0.679
O 3.401 -2.898 0.279 -0.02 1.57 0.92 -0.595
N 4.411 -1.159 1.400 0.09 0.13 -0.36 -0.460
C 5.716 -1.792 1.198 0.10 -0.01 0.00 -0.419
C 4.422 0.160 1.833 -0.47 -0.12 -0.04 0.303
S 5.835 1.001 2.143 -0.80 -0.52 -0.20 -0.166
H 2.091 2.347 2.756 0.15 -0.09 -0.04 0.240
H 3.626 1.997 3.623 -0.17 0.06 -0.14 0.216
H 3.694 2.733 2.019 -0.18 -0.04 0.14 0.222
H 0.992 -2.865 0.245 0.20 0.31 0.13 0.240
H -0.260 0.396 -0.212 -0.15 -0.01 0.25 0.213
H -1.221 -3.241 1.857 -0.13 0.23 0.07 0.208
H -3.224 -3.078 3.451 -0.06 0.03 -0.13 0.222
H -4.113 -3.408 1.971 0.05 0.07 0.11 0.210
H -4.660 -1.263 4.050 -0.03 0.02 -0.12 0.207
H -5.749 -2.507 3.431 0.09 0.04 0.04 0.215
H -6.262 -0.208 2.512 0.13 -0.17 0.00 0.202
H -5.931 -1.425 1.271 0.03 0.04 0.10 0.174
H -5.228 0.960 -0.096 -0.01 0.10 0.10 0.174
H -5.756 1.587 1.477 0.17 -0.01 -0.11 0.202
H -4.154 3.121 0.280 0.01 0.01 0.06 0.215
H -3.535 2.608 1.851 -0.10 -0.08 -0.04 0.208
H -1.692 2.344 0.364 -0.12 -0.09 -0.09 0.222
H -2.692 1.647 -0.910 -0.01 0.11 0.13 0.209
H 5.552 -2.808 0.846 0.00 0.17 0.08 0.244
H 6.294 -1.213 0.470 -0.10 -0.20 0.09 0.217
H 6.259 -1.771 2.145 -0.06 -0.10 -0.18 0.221
C 2.388 -0.893 -2.156 -0.10 -0.65 0.42 -0.382
N 1.645 0.119 -2.826 0.87 0.37 -0.98 -0.479
C 0.883 -0.290 -3.966 -0.94 -0.43 -0.03 -0.189
C 0.628 0.767 -5.050 0.45 -0.15 0.04 -0.405
C 0.454 2.175 -4.490 -0.02 -0.04 0.03 -0.398
C 1.626 2.531 -3.581 0.37 -0.29 -0.06 -0.405
C 1.887 1.486 -2.483 -0.37 0.58 0.80 -0.185
H 3.311 -0.493 -1.704 -0.17 -0.05 -0.17 0.186
H 1.809 -1.350 -1.337 0.27 0.02 -0.34 0.178
H 2.652 -1.722 -2.837 0.06 0.34 0.12 0.193
H 1.380 -1.167 -4.414 -0.14 0.23 -0.02 0.187
H -0.103 -0.663 -3.620 0.03 0.01 -0.17 0.157
H 1.480 0.766 -5.742 -0.05 0.10 0.07 0.194
H -0.248 0.461 -5.631 0.10 0.05 0.07 0.211
H 0.418 2.887 -5.322 -0.12 -0.03 0.13 0.209
H -0.494 2.256 -3.946 0.04 -0.03 0.02 0.194
H 2.532 2.620 -4.194 -0.12 -0.03 -0.03 0.195
H 1.472 3.505 -3.106 0.02 -0.12 -0.04 0.211
H 1.259 1.759 -1.606 0.09 0.12 -0.11 0.148
H 2.927 1.583 -2.125 -0.21 0.04 -0.13 0.189

=====

[2]
15
Properties=species:S:1:pos:R:3:forces:R:3:nbo_charge:R:1 method="wB97M-V/def2-TZVPD" smiles="CN=[N+]=C1CNC1" homo_lumo_gap_ev=8.01 relative_energy_kj_mol=612.7 total_charge=+1
C -1.876 1.693 1.011 2.98 3.38 -0.95 -0.476
N -1.008 0.752 1.644 2.93 -1.61 -1.25 0.101
N -0.129 0.273 0.916 -1.74 0.16 0.54 0.016
C 0.544 -0.415 0.077 -3.73 0.68 2.14 0.297
C 0.264 -1.785 -0.562 0.13 -1.46 2.48 -0.255
N 1.496 -1.580 -1.296 1.41 0.86 -0.85 -0.564
C 1.816 -0.299 -0.554 3.16 1.19 -1.12 -0.309
H -2.854 1.472 1.133 -3.16 -1.01 0.93 0.257
H -1.670 1.765 -0.069 0.01 0.18 0.40 0.214
H -1.692 2.733 1.537 -0.28 -2.02 -0.95 0.284
H 0.466 -2.628 0.216 -0.38 1.51 -0.84 0.246
H -0.710 -2.097 -0.970 0.42 0.81 -0.47 0.261
H 1.399 -1.418 -2.283 -0.13 -0.05 -0.33 0.388
H 2.228 0.697 -1.058 -1.59 -2.07 0.45 0.279
H 2.604 -0.409 0.211 -0.03 -0.54 -0.19 0.261

=====

[3]
99
Properties=species:S:1:pos:R:3:forces:R:3:lowdin_charge:R:1 method="wB97M-V/def2-TZVPD" homo_lumo_gap_ev=8.97
N -3.192 4.025 -0.936 0.49 0.06 -0.02 -0.118
P -2.013 4.850 -1.459 -0.90 -0.56 0.58 0.318
O -0.649 4.612 -0.645 0.01 0.38 -0.20 -0.147
O -2.268 6.416 -1.458 0.40 0.17 -0.07 -0.110
O -1.629 4.706 -3.021 0.68 -0.54 0.38 -0.435
S -1.002 3.278 -3.668 0.05 0.33 -1.01 0.908
O -1.810 2.183 -3.229 -0.21 -0.13 0.27 -0.414
O 0.433 3.129 -2.885 -0.61 0.25 0.42 -0.600
P 0.640 1.860 -1.827 0.63 -1.21 -0.22 0.308
S 0.962 0.138 -2.617 -0.16 0.25 -0.07 0.262
H -2.919 3.426 -0.166 -0.30 -0.18 -0.02 0.000
H -0.161 5.442 -0.576 0.32 -0.06 0.02 0.091
H -2.747 6.595 -0.637 -0.27 0.24 -0.09 0.092
H -0.409 1.905 -0.909 -0.16 0.34 -0.09 -0.004
H 1.743 2.310 -1.122 -0.03 0.61 -0.01 -0.008
F 2.045 0.877 0.534 0.08 0.07 0.27 -0.016
C 2.305 -0.163 1.368 -0.02 -0.20 -0.02 -0.283
C 2.462 0.075 2.714 -0.04 0.18 0.09 -0.010
C 2.698 -1.007 3.551 0.07 -0.04 -0.04 -0.086
C 2.782 -2.291 3.031 -0.03 -0.03 0.05 -0.074
C 2.619 -2.499 1.669 0.03 0.04 0.07 -0.063
C 2.373 -1.428 0.824 0.19 -0.11 -0.22 -0.044
H 2.392 1.084 3.099 -0.01 -0.01 -0.01 0.120
H 2.811 -0.848 4.615 0.02 0.02 0.01 0.100
H 2.967 -3.129 3.688 0.03 -0.02 0.01 0.085
H 2.676 -3.499 1.262 -0.01 -0.01 -0.02 0.114
H 2.230 -1.568 -0.241 0.03 0.06 -0.01 0.097
F -0.680 -3.090 2.301 0.02 0.01 0.02 0.044
C -1.527 -2.517 1.416 -0.07 0.08 -0.07 -0.278
C -2.863 -2.861 1.459 -0.07 -0.10 0.11 -0.021
C -3.733 -2.265 0.557 0.07 0.03 -0.03 -0.079
C -3.260 -1.347 -0.370 -0.07 0.05 -0.07 -0.080
C -1.911 -1.021 -0.395 -0.08 -0.01 0.08 -0.076
C -1.031 -1.605 0.507 0.14 0.13 -0.03 -0.002
H -3.209 -3.583 2.187 0.02 0.00 0.01 0.116
H -4.785 -2.518 0.580 -0.01 -0.02 0.00 0.103
H -3.941 -0.887 -1.073 0.00 0.01 0.01 0.091
H -1.537 -0.313 -1.124 0.01 -0.06 -0.03 0.055
H 0.023 -1.352 0.506 -0.20 -0.09 0.00 0.082
F 3.658 -5.302 4.767 0.00 0.00 -0.01 0.047
C 3.118 -5.135 5.994 -0.06 0.01 0.11 -0.287
C 3.884 -5.428 7.104 0.16 -0.05 0.00 -0.018
C 3.325 -5.253 8.361 -0.08 0.02 -0.03 -0.084
C 2.019 -4.799 8.490 -0.01 0.00 0.04 -0.095
C 1.271 -4.512 7.357 0.05 -0.06 0.05 -0.090
C 1.821 -4.676 6.095 -0.11 0.02 -0.14 -0.024
H 4.896 -5.788 6.980 0.00 0.01 -0.02 0.117
H 3.912 -5.473 9.243 0.01 -0.01 0.00 0.104
H 1.587 -4.668 9.472 0.00 0.00 0.00 0.100
H 0.253 -4.160 7.454 0.00 0.03 -0.02 0.107
H 1.256 -4.452 5.199 0.01 -0.01 -0.01 0.117
F 2.791 -2.600 -3.066 -0.04 -0.05 0.04 0.023
C 3.843 -2.308 -3.854 0.10 0.06 -0.06 -0.298
C 4.961 -1.733 -3.286 0.03 0.04 0.15 -0.016
C 6.044 -1.437 -4.100 -0.04 -0.02 -0.07 -0.084
C 5.993 -1.709 -5.460 0.04 0.01 -0.03 -0.100
C 4.855 -2.285 -6.008 0.05 0.03 0.06 -0.085
C 3.768 -2.592 -5.202 -0.11 -0.06 -0.08 -0.016
H 4.976 -1.522 -2.225 -0.02 -0.01 0.00 0.116
H 6.931 -0.991 -3.670 0.00 0.01 0.02 0.104
H 6.838 -1.473 -6.092 0.00 0.00 0.00 0.099
H 4.810 -2.495 -7.068 -0.01 -0.02 -0.01 0.104
H 2.874 -3.046 -5.606 -0.02 0.02 0.02 0.118
F 1.390 -1.483 6.677 0.04 0.04 0.02 0.049
C 0.368 -0.611 6.547 -0.13 0.08 -0.01 -0.284
C -0.249 -0.488 5.320 -0.02 -0.13 -0.23 -0.016
C -1.309 0.398 5.191 0.01 0.07 0.11 -0.074
C -1.725 1.151 6.281 -0.02 0.03 -0.01 -0.097
C -1.084 1.014 7.504 -0.02 -0.02 -0.08 -0.086
C -0.029 0.123 7.646 0.06 0.00 0.14 -0.018
H 0.092 -1.078 4.480 0.00 -0.04 0.03 0.104
H -1.808 0.499 4.237 0.01 -0.02 -0.02 0.106
H -2.550 1.843 6.176 -0.01 0.00 0.01 0.100
H -1.405 1.601 8.354 0.00 -0.01 0.02 0.104
H 0.479 -0.007 8.593 0.02 -0.01 -0.02 0.117
F 0.704 7.707 -8.439 0.00 0.00 -0.01 0.058
C 0.581 7.856 -7.106 -0.02 0.02 0.11 -0.287
C 0.866 9.083 -6.542 0.04 0.13 -0.07 -0.018
C 0.733 9.232 -5.170 -0.02 -0.08 0.02 -0.083
C 0.329 8.161 -4.385 0.01 0.01 0.05 -0.091
C 0.052 6.935 -4.975 0.08 0.12 -0.03 -0.075
C 0.173 6.777 -6.348 -0.03 -0.15 -0.04 -0.008
H 1.185 9.902 -7.172 -0.01 -0.01 -0.02 0.117
H 0.946 10.189 -4.713 0.01 0.01 -0.01 0.104
H 0.229 8.282 -3.315 -0.02 0.00 0.00 0.098
H -0.259 6.102 -4.364 -0.03 0.03 -0.03 0.067
H -0.045 5.833 -6.830 0.02 0.01 -0.02 0.118
F -6.151 -0.459 -2.340 -0.01 0.01 0.03 0.050
C -6.170 -1.578 -3.092 0.01 -0.15 -0.10 -0.295
C -6.925 -2.654 -2.670 -0.09 0.01 0.16 -0.021
C -6.942 -3.802 -3.447 0.06 0.02 -0.05 -0.085
C -6.205 -3.863 -4.621 0.00 -0.04 -0.03 -0.098
C -5.449 -2.770 -5.021 -0.05 -0.04 0.05 -0.082
C -5.431 -1.614 -4.256 0.10 0.14 -0.06 -0.015
H -7.487 -2.587 -1.748 0.00 0.03 -0.01 0.116
H -7.534 -4.652 -3.134 0.00 0.00 0.02 0.104
H -6.218 -4.762 -5.222 0.00 0.00 0.00 0.100
H -4.869 -2.816 -5.933 0.00 0.02 -0.01 0.105
H -4.854 -0.748 -4.553 0.01 0.00 0.04 0.119

=====

[4]
51
Properties=species:S:1:pos:R:3:forces:R:3:nbo_charge:R:1 method="wB97M-V/def2-TZVPD" homo_lumo_gap_ev=7.82 relative_energy_kj_mol=142.2 total_charge=+1
C -1.534 4.141 -2.945 -0.14 0.75 0.92 -0.263
O -0.225 3.561 -2.887 -0.60 -0.33 -0.75 -0.553
C -0.057 2.466 -3.799 -0.06 -0.69 -0.06 -0.060
C -1.354 1.607 -4.083 1.53 -0.98 0.02 -0.448
C -0.856 0.135 -4.488 -1.32 0.24 -0.53 -0.414
C -1.660 -0.965 -3.683 1.15 -0.62 -0.67 -0.405
C -1.025 -1.337 -2.272 -0.41 -0.06 -0.23 -0.423
C -0.143 -0.194 -1.648 -1.82 -0.98 -1.01 -0.226
N 0.299 -0.460 -0.220 -0.40 2.54 1.44 -0.399
C 1.677 0.104 -0.105 1.48 1.43 0.81 -0.233
C 1.984 0.592 1.368 -1.34 -0.39 -1.20 -0.430
C 0.929 1.746 1.602 2.26 -0.79 0.23 -0.251
N -0.387 1.061 1.692 0.35 0.21 -3.56 -0.543
C -0.634 0.139 0.648 1.21 -0.28 0.28 0.770
N -1.927 -0.262 0.500 -0.23 -0.11 -0.02 -0.873
H -2.240 3.537 -2.306 0.39 0.50 -0.91 0.157
H -1.463 5.145 -2.444 0.03 -0.89 -0.58 0.206
H -1.920 4.296 -3.983 0.31 -0.28 0.82 0.188
H 0.722 1.799 -3.332 -0.73 0.76 -0.38 0.163
H 0.378 2.781 -4.793 -0.49 0.02 0.94 0.186
H -1.991 1.456 -3.169 0.48 0.62 -0.97 0.192
H -1.916 2.052 -4.936 0.13 -0.35 0.93 0.232
H -1.092 -0.022 -5.579 0.33 0.12 1.05 0.230
H 0.254 0.016 -4.395 -0.96 0.06 0.03 0.199
H -1.598 -1.905 -4.303 -0.22 0.84 0.69 0.227
H -2.749 -0.714 -3.634 0.98 0.04 0.15 0.213
H -0.385 -2.245 -2.410 -0.41 0.78 0.21 0.222
H -1.878 -1.646 -1.613 0.98 0.37 -0.39 0.211
H -0.725 0.770 -1.621 0.80 -0.81 -0.37 0.197
H 0.752 -0.089 -2.314 -0.70 -0.01 1.09 0.244
H 1.723 1.044 -0.731 -0.09 -1.05 0.36 0.194
H 2.478 -0.561 -0.509 -1.06 0.06 0.41 0.242
H 1.745 -0.281 2.027 0.73 0.97 0.01 0.250
H 3.037 0.943 1.439 -0.84 -0.36 0.13 0.257
H 1.004 2.423 0.707 -0.37 -0.31 1.06 0.204
H 1.174 2.292 2.549 -0.64 -0.47 -0.86 0.247
H -1.092 1.802 1.548 -0.44 -0.77 0.99 0.414
H -2.662 0.366 0.197 0.13 -0.11 0.64 0.432
H -2.153 -1.230 0.711 0.09 0.37 -0.66 0.439
C 2.467 -2.517 6.196 0.09 0.04 0.05 -0.723
C 1.940 -2.080 4.856 0.11 0.22 -0.23 0.685
O 2.494 -1.210 4.194 -0.16 -0.05 -0.05 -0.654
N 0.815 -2.683 4.389 0.30 0.08 0.30 -0.612
C 0.023 -3.722 5.019 -0.18 0.15 -0.49 -0.413
H 3.364 -1.947 6.430 -0.09 0.01 -0.13 0.252
H 1.725 -2.328 6.973 0.03 -0.17 0.02 0.232
H 2.726 -3.576 6.172 -0.11 0.00 0.13 0.234
H 0.522 -2.340 3.488 -0.01 -0.06 0.03 0.384
H -0.001 -4.591 4.358 -0.08 -0.13 0.21 0.202
H -0.995 -3.352 5.153 -0.02 -0.20 0.17 0.198
H 0.429 -4.015 5.983 0.04 0.08 -0.07 0.222

=====

What did the second record say?
15
Properties=species:S:1:pos:R:3:forces:R:3:nbo_charge:R:1 method="wB97M-V/def2-TZVPD" smiles="CN=[N+]=C1CNC1" homo_lumo_gap_ev=8.01 relative_energy_kj_mol=612.7 total_charge=+1
C -1.876 1.693 1.011 2.98 3.38 -0.95 -0.476
N -1.008 0.752 1.644 2.93 -1.61 -1.25 0.101
N -0.129 0.273 0.916 -1.74 0.16 0.54 0.016
C 0.544 -0.415 0.077 -3.73 0.68 2.14 0.297
C 0.264 -1.785 -0.562 0.13 -1.46 2.48 -0.255
N 1.496 -1.580 -1.296 1.41 0.86 -0.85 -0.564
C 1.816 -0.299 -0.554 3.16 1.19 -1.12 -0.309
H -2.854 1.472 1.133 -3.16 -1.01 0.93 0.257
H -1.670 1.765 -0.069 0.01 0.18 0.40 0.214
H -1.692 2.733 1.537 -0.28 -2.02 -0.95 0.284
H 0.466 -2.628 0.216 -0.38 1.51 -0.84 0.246
H -0.710 -2.097 -0.970 0.42 0.81 -0.47 0.261
H 1.399 -1.418 -2.283 -0.13 -0.05 -0.33 0.388
H 2.228 0.697 -1.058 -1.59 -2.07 0.45 0.279
H 2.604 -0.409 0.211 -0.03 -0.54 -0.19 0.261